Here is a single C25H30N4O4 molecule at a distorted geometry from the OMol25 dataset. Energies are from ωB97M-V/def2-TZVPD.

```
63
Properties=species:S:1:pos:R:3:lowdin_charge:R:1
O 0.973 3.099 1.335 0.0498
C 0.539 2.709 0.264 -0.4723
C 1.262 3.045 -1.032 -0.0940
C 2.001 1.829 -1.604 -0.1476
C 2.848 1.104 -0.556 -0.3058
C 4.115 1.864 -0.164 -0.1533
C 4.899 1.066 0.877 -0.1537
C 5.197 -0.345 0.370 -0.1356
N 3.964 -0.996 -0.024 -0.0408
C 3.497 -2.054 0.674 -0.4231
O 4.146 -2.609 1.541 0.0739
C 2.123 -2.542 0.305 -0.1475
C 1.981 -3.797 -0.266 -0.0146
C 0.730 -4.323 -0.577 0.0224
C -0.365 -3.548 -0.282 -0.1968
C -0.227 -2.292 0.310 -0.1830
C 1.001 -1.765 0.619 0.0624
O -1.471 -1.735 0.487 0.0018
C -2.393 -2.691 0.005 -0.1534
O -1.693 -3.812 -0.485 0.0455
C 3.250 -0.290 -1.057 -0.1135
N -0.557 1.919 0.197 -0.0359
C -1.287 1.505 -0.979 -0.1126
C -2.716 2.070 -0.927 -0.1258
N -3.376 1.655 0.291 -0.0735
C -4.166 0.539 0.268 -0.2898
C -4.694 -0.057 1.427 -0.0086
C -5.552 -1.125 1.293 -0.0822
C -5.882 -1.593 0.026 -0.0926
C -5.313 -0.946 -1.054 -0.1675
N -4.481 0.075 -0.947 0.1076
C -2.644 2.099 1.454 -0.1147
C -1.223 1.525 1.426 -0.1022
H 0.573 3.453 -1.773 0.1125
H 1.982 3.824 -0.781 0.1180
H 2.638 2.157 -2.430 0.1238
H 1.278 1.116 -2.008 0.1046
H 2.244 0.973 0.347 0.1264
H 3.850 2.836 0.253 0.1143
H 4.734 2.026 -1.051 0.1226
H 5.836 1.571 1.114 0.1129
H 4.310 0.997 1.793 0.1235
H 5.659 -0.954 1.149 0.1208
H 5.866 -0.302 -0.498 0.1297
H 2.866 -4.379 -0.472 0.1221
H 0.619 -5.296 -1.025 0.1195
H 1.094 -0.803 1.095 0.1258
H -2.994 -2.246 -0.803 0.1260
H -3.064 -2.999 0.822 0.1413
H 2.375 -0.865 -1.360 0.1232
H 3.913 -0.186 -1.926 0.1400
H -0.796 1.843 -1.888 0.1120
H -1.345 0.410 -0.987 0.1238
H -3.297 1.704 -1.772 0.1103
H -2.680 3.164 -0.942 0.1306
H -4.447 0.306 2.411 0.0967
H -5.969 -1.594 2.174 0.1078
H -6.554 -2.424 -0.111 0.0961
H -5.524 -1.255 -2.070 0.1082
H -3.148 1.809 2.373 0.1101
H -2.593 3.194 1.422 0.1347
H -0.634 1.904 2.262 0.1255
H -1.276 0.432 1.464 0.1144
```

Relative energy (zero: lowest compared OMol25 entry of this formula, charge and spin) = 22.86 kcal per mole
SMILES string = O=C(CC[C@@H]1CCCN(C(=O)c2ccc3c(c2)OCO3)C1)N1CCN(c2ccccn2)CC1
Net charge = 0